1.
Formula: C18H39Cl2IN8O4P
Source: the OMol25 dataset
Level of theory: the ωB97M-V functional and the def2-TZVPD basis

For the energy, the calculation gives -3007.35494 Eh. As for the HOMO energy: -10.41 eV. For the max |F|, the calculation gives 0.019 hartree/bohr.

```
! wB97M-V def2-TZVPD RIJCOSX def2/J DEFGRID3
* xyz 1 1
C 0.86370 -3.41630 2.61245
C 1.34457 -3.41375 1.15497
P 1.20135 -1.85721 0.17988
C 2.55855 -0.77392 0.76415
C 2.38929 0.07624 2.03249
C -0.35122 -1.16099 0.84883
N -0.59812 -0.31182 1.83812
C -1.92021 -0.13418 1.87836
N -2.43882 0.67590 2.81358
Cl -4.05942 1.00006 3.08570
N -2.55596 -0.82672 0.92699
I -4.49148 -1.02676 0.29936
N -1.51724 -1.48514 0.27180
Cl -1.80225 -2.47575 -1.03136
H 0.68100 -4.44340 2.93570
H -0.08243 -2.88534 2.74477
H 1.60826 -2.97562 3.28171
H 2.41804 -3.63739 1.12663
H 0.82224 -4.19059 0.59013
H 3.41249 -1.45241 0.89270
H 2.80769 -0.12032 -0.07856
H 3.35794 0.46847 2.35151
H 1.72893 0.91534 1.81631
H 1.94089 -0.50921 2.83951
H -1.78180 1.10204 3.45320
C -2.24311 -6.38601 1.26314
O -1.56494 -5.36899 1.28085
N -3.28903 -6.56160 0.43611
C -4.08859 -7.76916 0.41521
C -3.58958 -5.46309 -0.45951
H -2.04822 -7.24257 1.92550
H -4.04774 -8.24425 -0.56603
H -5.13046 -7.54901 0.65285
H -3.70325 -8.46737 1.15572
H -2.72464 -5.26165 -1.09261
H -3.80552 -4.56081 0.11515
H -4.44606 -5.70992 -1.08281
C 1.90986 4.22243 0.87708
O 2.51032 3.16298 0.82135
N 0.61012 4.37186 0.55040
C -0.06046 5.65393 0.62853
C -0.12641 3.20393 0.10755
H 2.39514 5.15560 1.20500
H -0.89941 5.61432 1.32627
H -0.43760 5.95720 -0.34984
H 0.64419 6.40639 0.97669
H -0.12794 2.43242 0.88184
H 0.32952 2.77439 -0.78613
H -1.15074 3.49643 -0.11546
C -5.07343 0.19818 -3.51269
O -4.68526 0.29775 -2.35452
N -4.28283 0.33477 -4.58443
C -4.78794 0.20934 -5.93955
C -2.87246 0.62244 -4.37852
H -6.12401 -0.01382 -3.76059
H -4.28334 -0.60276 -6.46455
H -4.63082 1.13473 -6.49488
H -5.85474 -0.00262 -5.91021
H -2.39941 -0.17193 -3.79981
H -2.74898 1.55746 -3.83209
H -2.38495 0.70221 -5.34664
C 6.65014 5.71979 1.48694
O 5.63299 6.26553 1.87485
N 6.66569 4.67059 0.64009
C 7.89058 4.04636 0.19605
C 5.38161 4.17360 0.17490
H 7.65603 6.04481 1.80083
H 7.98989 4.10644 -0.88990
H 7.92122 2.99397 0.48680
H 8.73996 4.55489 0.64922
H 4.84244 4.96386 -0.35006
H 4.76805 3.85146 1.01229
H 5.53813 3.33426 -0.49927
*
```



2.
Formula: C2HI3
Source: the OMol25 dataset
Level of theory: the ωB97M-V functional and the def2-TZVPD basis

For the energy, the calculation gives -969.83112 Eh. As for the HOMO energy: -9.08 eV. For the max |F|, the calculation gives 0.083 hartree/bohr. The energy above the lowest of the compared OMol25 structures with the same formula, charge and spin comes out at 23.3 kJ/mol.

```
! wB97M-V def2-TZVPD RIJCOSX def2/J DEFGRID3
* xyz 0 1
C -0.62168 0.35071 0.01223
C 0.41871 -0.45298 -0.01122
I -0.54482 2.43575 0.05818
I 0.20303 -2.54654 0.03334
I 2.39924 0.25450 -0.08751
H -1.85448 -0.04145 -0.00502
*
```



3.
Formula: C16H13N3S2
Source: the OMol25 dataset
Level of theory: the ωB97M-V functional and the def2-TZVPD basis

As for the structure (SMILES): Cn1cnc2ccnc(SCc3csc4ccccc34)c21. For the energy, the calculation gives -1578.15447 Eh. As for the HOMO energy: -8.21 eV. For the max |F|, the calculation gives 0.065 hartree/bohr. The energy above the lowest of the compared OMol25 structures with the same formula, charge and spin comes out at 0.0 kJ/mol.

```
! wB97M-V def2-TZVPD RIJCOSX def2/J DEFGRID3
* xyz 0 1
C 1.31364 2.76821 -0.32491
N 1.04517 2.66735 -1.73241
C 0.94373 3.72826 -2.63015
N 0.75395 3.30332 -3.82775
C 0.67945 1.90715 -3.72326
C 0.46742 0.96886 -4.68618
C 0.46799 -0.38262 -4.35172
N 0.64080 -0.77982 -3.09250
C 0.75675 0.13559 -2.10120
S 0.99763 -0.38224 -0.42159
C -0.26315 -1.67893 -0.29964
C -0.28187 -2.27913 1.08822
C 0.24543 -3.52741 1.34883
S 0.33577 -3.92055 3.05713
C -0.57403 -2.46526 3.45367
C -1.02283 -2.08439 4.71732
C -1.69091 -0.83598 4.81289
C -1.87248 0.00168 3.68165
C -1.41241 -0.43864 2.44809
C -0.78769 -1.69893 2.35335
C 0.82515 1.50907 -2.41767
H 0.66341 2.12597 0.25820
H 1.19898 3.78895 0.06239
H 2.35509 2.49684 -0.15078
H 1.00461 4.79849 -2.37268
H 0.35644 1.29868 -5.72389
H 0.35247 -1.07321 -5.13720
H -0.04490 -2.45011 -1.06190
H -1.26130 -1.20290 -0.48169
H 0.70952 -4.14388 0.59225
H -0.94109 -2.75311 5.57670
H -2.07726 -0.51005 5.75606
H -2.31978 0.97879 3.77101
H -1.56370 0.12995 1.55935
*
```



4.
Formula: C48H70Cl5Ge2N4O3P2Pb
Source: the OMol25 dataset
Level of theory: the ωB97M-V functional and the def2-TZVPD basis

For the energy, the calculation gives -9645.87002 Eh. As for the HOMO energy: -9.33 eV. For the max |F|, the calculation gives 0.029 hartree/bohr. The energy above the lowest of the compared OMol25 structures with the same formula, charge and spin comes out at 171.9 kJ/mol.

```
! wB97M-V def2-TZVPD RIJCOSX def2/J DEFGRID3
* xyz 1 1
Pb -0.43290 0.60620 -0.29580
C 1.42750 -4.46570 -2.20670
N 1.14670 -3.82100 -0.94390
C 1.92330 -4.24340 0.19820
C 0.21710 -2.87270 -0.79690
O -0.07240 -2.38310 0.29860
C -0.42240 -2.41380 -2.10670
O -1.41200 -1.42810 -1.97610
C -2.73420 -1.85490 -1.75550
C -3.26270 -1.33970 -0.42020
O -2.48030 -0.93650 0.46000
N -4.57350 -1.37010 -0.23710
C -5.50190 -1.83590 -1.24260
C -5.15860 -0.86000 0.98310
H 2.24610 -5.16570 -2.06800
H 1.71670 -3.74210 -2.97010
H 0.56220 -5.02790 -2.56510
H 1.53070 -5.16750 0.62980
H 1.87980 -3.44880 0.93970
H 2.95990 -4.39660 -0.10000
H -0.81320 -3.28280 -2.65050
H 0.37030 -1.95010 -2.70670
H -2.80620 -2.94980 -1.77000
H -3.34120 -1.45660 -2.57690
H -5.19180 -2.79930 -1.64370
H -5.58660 -1.12130 -2.06350
H -6.48090 -1.95590 -0.78680
H -4.38330 -0.42130 1.60690
H -5.64370 -1.66800 1.53330
H -5.90010 -0.09850 0.74390
C -3.86870 3.65200 2.67590
C -3.38930 2.79500 1.51500
Ge -1.64740 1.79300 1.81410
C -0.48720 3.15840 2.78640
C -0.54450 3.13100 4.30490
C -2.29330 0.65280 3.31960
C -2.38950 -0.64480 3.57970
Ge -1.51970 -2.13640 2.39810
C 0.24920 -2.57540 3.34330
C 0.04950 -3.67480 4.37840
C -2.26240 -3.86510 1.50720
C -3.55160 -4.47550 2.02580
C -2.96810 -1.18390 4.82030
C -3.21320 -2.54700 4.96470
C -3.79030 -3.07210 6.10610
C -4.14930 -2.23330 7.14790
C -3.89630 -0.87520 7.03510
C -3.30730 -0.35790 5.89890
H -4.81500 4.13390 2.43360
H -3.14520 4.43020 2.90600
H -4.02120 3.05480 3.57240
H -3.24900 3.42920 0.63890
H -4.15890 2.06890 1.25550
H -0.79220 4.14380 2.42860
H 0.54660 3.02100 2.46790
H -1.56360 3.28310 4.65510
H 0.07350 3.92440 4.72350
H -0.17910 2.17730 4.68860
H -2.70620 1.30390 4.08240
H 0.57060 -1.66420 3.84670
H 1.01380 -2.84940 2.62360
H -0.57750 -3.31280 5.19080
H 1.00710 -3.97180 4.80040
H -0.41670 -4.55960 3.94800
H -1.43800 -4.57390 1.60030
H -2.36520 -3.62990 0.45420
H -3.41490 -4.93300 3.00410
H -3.88880 -5.25780 1.34610
H -4.34430 -3.73180 2.10540
H -2.94560 -3.21160 4.15410
H -3.96120 -4.13540 6.18220
H -4.61370 -2.63140 8.03780
H -4.15860 -0.21070 7.84550
H -3.11010 0.70180 5.86230
C 2.05730 0.33670 2.55700
P 2.74710 -0.50170 1.05360
C 3.27460 1.01680 0.15240
N 3.51560 2.06910 0.88790
C 3.88780 3.21750 0.29950
C 4.16630 4.35770 1.07780
C 4.55570 5.51140 0.45620
C 4.65210 5.58070 -0.94500
C 4.37240 4.49500 -1.72730
C 3.99360 3.28410 -1.11880
N 3.68010 2.20750 -1.86180
C 3.34170 1.09570 -1.26430
P 2.81000 -0.31210 -2.33210
C 1.63840 0.65640 -3.40490
C 4.24750 -0.45100 -3.58380
C 3.89780 -1.64160 -4.48140
C 4.47500 0.79290 -4.43310
C 5.53360 -0.76320 -2.82340
C 4.43840 -1.03470 1.76570
C 4.18160 -2.21280 2.70890
C 5.28100 -1.50770 0.58390
C 5.17340 0.06130 2.52790
H 2.43290 1.35790 2.61180
H 2.35250 -0.20380 3.45430
H 0.96890 0.34120 2.49400
H 4.06360 4.28760 2.15050
H 4.79080 6.38510 1.04340
H 4.94560 6.51600 -1.39700
H 4.43470 4.54310 -2.80210
H 2.01740 1.66010 -3.57780
H 0.66370 0.71810 -2.91950
H 1.52310 0.13530 -4.35290
H 3.03100 -1.42720 -5.10420
H 3.69090 -2.52970 -3.88320
H 4.73270 -1.86730 -5.14260
H 3.66920 0.95010 -5.14370
H 5.39650 0.67250 -5.00070
H 4.57230 1.66950 -3.79780
H 5.44220 -1.68010 -2.24540
H 5.78490 0.05670 -2.15320
H 6.35760 -0.88640 -3.52530
H 3.65360 -3.01720 2.20270
H 3.59800 -1.91580 3.57740
H 5.13520 -2.60140 3.06730
H 4.69230 -2.14770 -0.07460
H 6.15460 -2.06300 0.92410
H 5.62550 -0.65420 0.00500
H 4.61340 0.37770 3.40290
H 5.36120 0.93290 1.90700
H 6.13730 -0.31640 2.86870
Cl -3.91000 1.13860 -2.31960
C -2.67560 2.31420 -2.45230
C -1.52120 2.15980 -1.69550
C -0.61460 3.21270 -1.79870
Cl 0.77080 3.10760 -0.77460
C -0.78350 4.31960 -2.61350
Cl 0.41890 5.54370 -2.69690
C -1.95640 4.42000 -3.36210
Cl -2.22880 5.80260 -4.33940
C -2.91490 3.41240 -3.27680
Cl -4.37200 3.54920 -4.18020
*
```